(1)
{
  "formula": "C57H49N5OP2PtS2",
  "method": "the ωB97M-V functional and the def2-TZVPD basis",
  "charge": 2,
  "homo_lumo_gap_ev": [6.9, 5.6],
  "homo_ev": [-11.8, -12.4],
  "spin_multiplicity": 3,
  "s_squared": 2.032,
  "symbols": ["Pt", "C", "C", "C", "C", "C", "C", "C", "C", "P", "C", "C", "C", "C", "C", "C", "C", "C", "C", "C", "C", "C", "C", "O", "C", "C", "C", "C", "C", "C", "P", "C", "C", "C", "C", "C", "C", "C", "C", "C", "C", "C", "C", "H", "H", "H", "H", "H", "H", "H", "H", "H", "H", "H", "H", "H", "H", "H", "H", "H", "H", "H", "H", "H", "H", "H", "H", "H", "H", "H", "H", "H", "H", "H", "H", "N", "C", "C", "C", "C", "C", "C", "S", "N", "C", "C", "C", "C", "C", "C", "N", "H", "H", "H", "H", "H", "H", "H", "H", "H", "C", "C", "C", "C", "N", "C", "S", "N", "C", "H", "H", "H", "H", "H", "H", "H", "H"],
  "coordinates": [[0.600, -0.456, 0.898], [-6.431, -0.274, 4.208], [-5.493, 0.250, 3.119], [-6.166, 1.431, 2.392], [-5.195, -0.815, 2.080], [-6.128, -1.774, 1.689], [-5.914, -2.597, 0.598], [-4.766, -2.442, -0.160], [-3.792, -1.522, 0.214], [-2.397, -1.330, -0.920], [-2.280, 0.510, -1.119], [-1.239, 1.230, -1.704], [-1.323, 2.578, -2.005], [-2.498, 3.267, -1.754], [-3.572, 2.583, -1.216], [-3.459, 1.239, -0.914], [-0.994, -2.078, 0.050], [-0.895, -2.121, 1.467], [-0.194, -3.172, 2.109], [0.409, -4.158, 1.377], [0.307, -4.148, -0.023], [-0.369, -3.138, -0.666], [-4.008, -0.760, 1.365], [-2.996, 0.107, 1.704], [-3.004, 0.667, 2.955], [-1.790, 1.150, 3.430], [-1.780, 1.800, 4.667], [-2.932, 1.925, 5.414], [-4.116, 1.384, 4.935], [-4.181, 0.751, 3.702], [-0.150, 0.930, 2.659], [0.728, 0.111, 4.031], [2.097, 0.252, 4.245], [2.740, -0.499, 5.217], [2.028, -1.413, 5.978], [0.666, -1.569, 5.767], [0.020, -0.813, 4.804], [0.452, 2.635, 2.517], [0.177, 3.281, 1.314], [0.599, 4.581, 1.105], [1.310, 5.247, 2.096], [1.570, 4.615, 3.303], [1.134, 3.315, 3.519], [-7.385, -0.577, 3.782], [-6.664, 0.503, 4.933], [-6.001, -1.125, 4.736], [-7.089, 1.105, 1.911], [-5.507, 1.846, 1.627], [-6.403, 2.224, 3.101], [-7.056, -1.865, 2.234], [-6.658, -3.325, 0.315], [-4.626, -3.030, -1.057], [0.316, 0.016, -1.176], [-0.479, 3.095, -2.433], [-2.571, 4.317, -1.995], [-4.507, 3.091, -1.029], [-4.327, 0.737, -0.513], [-1.587, -1.537, 2.056], [-0.171, -3.194, 3.190], [0.926, -4.967, 1.872], [0.719, -4.971, -0.593], [-0.528, -3.206, -1.736], [-0.851, 2.188, 5.060], [-2.910, 2.428, 6.369], [-5.009, 1.476, 5.535], [2.672, 0.956, 3.665], [3.800, -0.366, 5.380], [2.531, -1.994, 6.738], [0.101, -2.273, 6.362], [-1.048, -0.934, 4.670], [-0.368, 2.760, 0.538], [0.369, 5.081, 0.173], [1.646, 6.261, 1.935], [2.106, 5.135, 4.084], [1.340, 2.837, 4.469], [2.996, 2.685, -1.703], [4.004, 3.176, -0.892], [4.882, 4.149, -1.361], [5.889, 4.613, -0.537], [6.046, 4.118, 0.759], [5.181, 3.157, 1.230], [4.153, 2.691, 0.402], [3.089, 1.485, 1.001], [1.978, 1.215, -0.137], [2.041, 1.743, -1.393], [1.170, 1.366, -2.393], [1.219, 1.814, -3.760], [0.590, 1.137, -4.738], [-0.039, -0.114, -4.392], [-0.232, -0.469, -3.124], [0.030, 0.513, -2.054], [2.952, 3.083, -2.626], [4.772, 4.542, -2.363], [6.565, 5.369, -0.907], [6.843, 4.486, 1.388], [5.286, 2.758, 2.230], [1.762, 2.713, -4.023], [0.607, 1.472, -5.762], [-0.342, -0.805, -5.166], [-0.707, -1.375, -2.791], [2.399, -3.132, -4.043], [3.086, -2.214, -3.094], [4.115, -1.360, -3.407], [4.693, -0.610, -2.368], [4.270, -0.676, -1.111], [3.270, -1.498, -0.811], [2.717, -1.769, 0.784], [2.692, -2.242, -1.805], [5.858, 0.286, -2.622], [2.812, -3.029, -5.043], [1.331, -2.907, -4.077], [2.523, -4.167, -3.721], [4.490, -1.304, -4.416], [1.948, -2.868, -1.505], [6.142, 0.304, -3.670], [6.704, -0.055, -2.024], [5.624, 1.296, -2.288]],
  "mulliken_spin": [0.59, 0.00, 0.00, 0.00, 0.00, 0.00, 0.00, 0.00, 0.00, 0.00, -0.01, 0.03, 0.00, 0.00, 0.00, 0.00, 0.13, -0.07, 0.09, -0.05, 0.09, -0.06, 0.00, 0.00, 0.00, -0.02, 0.01, 0.00, 0.00, 0.00, 0.11, -0.01, 0.04, -0.01, 0.02, -0.01, 0.02, -0.02, 0.03, 0.00, 0.01, 0.00, 0.04, 0.00, 0.00, 0.00, 0.00, 0.00, 0.00, 0.00, 0.00, 0.00, -0.06, 0.00, 0.00, 0.00, 0.00, 0.00, 0.01, 0.00, 0.00, 0.00, 0.00, 0.00, 0.00, -0.01, 0.00, 0.00, 0.00, 0.00, -0.01, 0.00, 0.00, 0.00, 0.00, 0.09, 0.10, -0.05, 0.08, -0.02, 0.04, 0.06, 0.40, 0.32, -0.11, 0.10, -0.05, 0.06, -0.01, 0.03, 0.00, -0.01, 0.00, 0.00, 0.00, 0.00, -0.01, 0.00, 0.00, 0.00, 0.00, 0.00, 0.00, 0.00, 0.01, 0.00, 0.09, 0.01, 0.00, 0.00, 0.00, 0.00, 0.00, -0.01, 0.00, 0.00, 0.00]
}


(2)
{
  "formula": "C31H32N3",
  "method": "the ωB97M-V functional and the def2-TZVPD basis",
  "smiles": "Cn1cc(C(c2cn(C)c3ccccc23)[C@H]2CCC/C2=[N+](/C)c2ccccc2)c2ccccc21",
  "charge": 1,
  "homo_lumo_gap_ev": 5.8,
  "homo_ev": -9.8,
  "symbols": ["C", "N", "C", "C", "C", "C", "C", "N", "C", "C", "C", "C", "C", "C", "C", "C", "C", "C", "C", "C", "N", "C", "C", "C", "C", "C", "C", "C", "C", "C", "C", "C", "C", "C", "H", "H", "H", "H", "H", "H", "H", "H", "H", "H", "H", "H", "H", "H", "H", "H", "H", "H", "H", "H", "H", "H", "H", "H", "H", "H", "H", "H", "H", "H", "H", "H"],
  "coordinates": [[-3.038, -3.388, -3.415], [-2.831, -2.218, -2.581], [-1.760, -1.350, -2.679], [-1.769, -0.500, -1.568], [-0.577, 0.244, -0.947], [-1.015, 1.699, -0.757], [-2.295, 2.300, -0.620], [-2.168, 3.619, -0.248], [-3.223, 4.506, 0.197], [-0.821, 3.968, -0.285], [-0.224, 5.162, 0.058], [1.179, 5.220, -0.068], [1.879, 4.170, -0.666], [1.259, 2.963, -1.025], [-0.101, 2.826, -0.734], [0.063, -0.407, 0.185], [-0.653, -1.701, 0.577], [0.249, -2.908, 0.910], [1.670, -2.450, 0.666], [1.578, -0.944, 0.379], [2.578, -0.232, 0.969], [2.395, 1.110, 1.525], [3.886, -0.860, 1.188], [4.507, -0.896, 2.462], [5.729, -1.566, 2.615], [6.390, -2.115, 1.509], [5.820, -1.988, 0.239], [4.568, -1.404, 0.076], [-3.040, -0.691, -0.902], [-3.433, -0.289, 0.380], [-4.352, -1.084, 1.079], [-4.852, -2.263, 0.527], [-4.518, -2.657, -0.782], [-3.621, -1.867, -1.484], [-3.630, -4.127, -2.858], [-3.581, -3.117, -4.332], [-2.075, -3.834, -3.700], [-1.070, -1.389, -3.521], [0.320, 0.188, -1.544], [-3.300, 1.906, -0.778], [-2.792, 5.412, 0.619], [-3.885, 4.810, -0.617], [-3.845, 4.052, 0.967], [-0.804, 6.000, 0.420], [1.711, 6.109, 0.256], [2.958, 4.259, -0.815], [1.775, 2.178, -1.565], [0.002, 0.372, 0.999], [-1.254, -1.393, 1.442], [-1.348, -2.099, -0.162], [0.053, -3.230, 1.940], [-0.002, -3.773, 0.287], [2.139, -2.964, -0.171], [2.274, -2.706, 1.552], [3.388, 1.490, 1.722], [1.911, 1.725, 0.791], [1.827, 1.072, 2.449], [4.004, -0.422, 3.333], [6.159, -1.670, 3.614], [7.335, -2.626, 1.636], [6.334, -2.364, -0.641], [4.073, -1.328, -0.910], [-3.066, 0.648, 0.796], [-4.622, -0.763, 2.098], [-5.533, -2.864, 1.123], [-4.911, -3.563, -1.213]],
  "nbo_charge": [-0.40, -0.37, -0.01, -0.08, -0.28, -0.13, 0.02, -0.35, -0.40, 0.12, -0.22, -0.22, -0.23, -0.26, -0.02, -0.26, -0.42, -0.41, -0.50, 0.53, -0.33, -0.44, 0.19, -0.25, -0.19, -0.18, -0.19, -0.24, -0.13, -0.22, -0.23, -0.21, -0.26, 0.21, 0.22, 0.21, 0.21, 0.22, 0.23, 0.24, 0.22, 0.21, 0.21, 0.22, 0.22, 0.22, 0.21, 0.25, 0.24, 0.26, 0.23, 0.22, 0.25, 0.25, 0.24, 0.27, 0.23, 0.23, 0.24, 0.24, 0.24, 0.23, 0.22, 0.22, 0.23, 0.22]
}